Density functional theory data (the ωB97M-V functional and the def2-TZVPD basis) for 5 unconnected molecules or ions with the total composition C15H31FN5O12P at a distorted geometry.

Cartesian coordinates (Å):
O1 0.459 0.906 -5.267
C1 1.560 0.848 -4.817
F1 2.118 -0.320 -4.594
N1 2.413 1.923 -4.485
C2 1.896 2.655 -3.387
O2 0.776 2.646 -3.005
O3 2.891 3.438 -2.846
C3 2.918 3.439 -1.507
O4 2.532 2.577 -0.785
O5 3.591 4.548 -1.071
P1 2.631 5.777 -0.703
O6 1.687 6.151 -1.742
O7 3.675 6.923 -0.403
O8 2.012 5.379 0.684
H1 2.491 2.538 -5.285
H2 3.272 7.745 -0.694
H3 1.941 6.190 1.207
C4 -0.610 -2.756 -0.355
O9 -0.526 -3.834 0.211
N2 0.430 -1.965 -0.652
C5 0.261 -0.694 -1.332
C6 1.766 -2.398 -0.279
H4 -1.576 -2.339 -0.677
H5 0.824 -0.706 -2.267
H6 0.637 0.115 -0.702
H7 -0.789 -0.515 -1.551
H8 1.998 -3.350 -0.758
H9 1.826 -2.539 0.801
H10 2.490 -1.649 -0.588
C7 -4.553 -0.715 3.130
O10 -4.172 0.406 3.400
N3 -3.801 -1.656 2.533
C8 -4.306 -2.982 2.238
C9 -2.433 -1.327 2.171
H11 -5.575 -1.062 3.363
H12 -3.706 -3.735 2.752
H13 -4.262 -3.170 1.164
H14 -5.339 -3.069 2.569
H15 -1.872 -1.041 3.062
H16 -2.428 -0.484 1.478
H17 -1.964 -2.188 1.709
C10 -3.547 -4.223 -3.139
O11 -3.011 -3.238 -2.668
N4 -3.147 -5.487 -2.921
C11 -3.829 -6.625 -3.502
C12 -1.988 -5.701 -2.068
H18 -4.431 -4.154 -3.796
H19 -4.204 -7.280 -2.713
H20 -3.142 -7.191 -4.134
H21 -4.668 -6.290 -4.107
H22 -2.172 -5.279 -1.081
H23 -1.119 -5.199 -2.492
H24 -1.783 -6.765 -1.976
C13 2.171 5.192 4.036
O12 2.613 6.194 3.500
N5 2.891 4.095 4.302
C14 2.312 2.928 4.940
C15 4.297 4.081 3.932
H25 1.117 5.107 4.346
H26 2.828 2.721 5.880
H27 2.405 2.060 4.286
H28 1.259 3.100 5.148
H29 4.825 4.888 4.440
H30 4.401 4.229 2.857
H31 4.737 3.127 4.211

Properties
- calculated total energy (Ha) = -2208.1970
- frontier orbital gap (eV) = 9.33
- E_HOMO (eV) = -9.029
- total charge = 0
- SMILES string = O=C(F)NC(=O)OC(=O)OP(=O)(O)O.CN(C)C=O.CN(C)C=O.CN(C)C=O.CN(C)C=O
- strongest force on any atom (eV Å⁻¹) = 2.36

=====

Density functional theory data (the ωB97M-V functional and the def2-TZVPD basis) for 2 unconnected molecules or ions with the total composition C18H20N2O5 at a distorted geometry.

Cartesian coordinates (Å):
O1 2.417 -6.100 2.132
O2 3.429 -2.525 -1.701
O3 -3.897 3.253 -1.467
O4 -1.391 -0.307 -0.470
O5 2.931 -0.491 -0.058
C1 2.631 -5.241 1.283
C2 3.174 -3.304 -0.785
C3 -3.019 3.693 -0.731
C4 -2.041 0.619 -0.948
C5 3.012 -5.667 -0.061
C6 3.272 -4.738 -1.052
C7 2.071 -1.993 3.157
C8 2.331 -1.054 2.158
C9 2.170 -3.354 2.869
C10 2.688 -1.461 0.875
C11 2.528 -3.794 1.582
C12 2.793 -2.834 0.567
N1 -3.370 0.541 -1.067
N2 -1.801 3.122 -0.634
C13 -3.334 4.925 0.101
C14 -4.180 -0.608 -0.670
C15 -0.640 3.741 -0.010
C16 0.532 3.351 -0.904
C17 0.176 1.912 -1.265
C18 -1.362 1.937 -1.390
H1 3.132 -0.931 -0.911
H2 3.086 -6.731 -0.259
H3 3.555 -5.056 -2.050
H4 1.793 -1.664 4.154
H5 2.252 0.007 2.372
H6 1.964 -4.078 3.654
H7 -3.847 1.364 -1.422
H8 -3.080 4.740 1.144
H9 -4.400 5.137 0.024
H10 -2.770 5.775 -0.278
H11 -4.069 -1.408 -1.403
H12 -3.848 -0.976 0.303
H13 -5.230 -0.320 -0.605
H14 -0.499 3.333 0.992
H15 -0.716 4.828 0.035
H16 1.486 3.416 -0.378
H17 0.538 3.972 -1.802
H18 0.496 1.269 -0.444
H19 0.651 1.600 -2.196
H20 -1.615 2.101 -2.438

Properties
- calculated total energy (Ha) = -1183.6614
- frontier orbital gap (eV) = 7.53
- E_HOMO (eV) = -9.034
- total charge = 0
- SMILES string = CNC(=O)[C@@H]1CCCN1C(C)=O.O=C1C=CC(=O)c2c(O)cccc21
- strongest force on any atom (eV Å⁻¹) = 3.23

=====

Density functional theory data (the ωB97M-V functional and the def2-TZVPD basis) for 4 unconnected molecules or ions with the total composition C22H35BN4OP2S at a distorted geometry.

Cartesian coordinates (Å):
C1 1.817 2.181 0.652
C2 1.316 0.773 1.143
C3 2.542 -0.133 1.459
C4 2.813 -1.347 0.508
C5 2.058 -1.384 -0.852
C6 1.011 -2.549 -0.848
C7 -0.263 -2.145 -0.033
B1 -1.395 -3.261 0.054
P1 -1.154 -5.053 0.670
S1 -1.643 -6.385 -0.705
P2 -3.196 -2.769 -0.487
N1 -3.883 -2.078 0.976
O1 -3.081 -1.477 -1.578
H1 2.672 2.111 -0.026
H2 0.952 2.697 0.199
H3 2.062 2.725 1.576
H4 0.554 0.342 0.486
H5 0.813 0.979 2.105
H6 3.440 0.499 1.522
H7 2.399 -0.536 2.478
H8 3.893 -1.348 0.281
H9 2.635 -2.274 1.078
H10 2.794 -1.675 -1.623
H11 1.631 -0.430 -1.183
H12 0.793 -2.917 -1.860
H13 1.471 -3.398 -0.308
H14 0.089 -1.839 0.974
H15 -0.647 -1.214 -0.493
H16 0.142 -5.272 1.215
H17 -2.074 -5.223 1.758
H18 -3.954 -1.072 0.926
H19 -4.779 -2.492 1.187
H20 -2.869 -0.683 -1.080
N2 2.642 2.906 -2.470
C8 1.431 2.732 -3.005
C9 0.762 3.702 -3.734
C10 1.381 4.927 -3.918
C11 2.637 5.133 -3.371
C12 3.220 4.095 -2.661
H21 0.985 1.759 -2.832
H22 -0.218 3.502 -4.147
H23 0.891 5.712 -4.481
H24 3.152 6.076 -3.492
H25 4.203 4.208 -2.217
N3 -7.104 -4.877 -0.929
C13 -8.309 -5.003 -1.492
C14 -8.955 -3.982 -2.170
C15 -8.318 -2.755 -2.270
C16 -7.069 -2.600 -1.693
C17 -6.508 -3.686 -1.039
H26 -8.769 -5.979 -1.386
H27 -9.930 -4.143 -2.609
H28 -8.790 -1.931 -2.792
H29 -6.538 -1.658 -1.749
H30 -5.526 -3.610 -0.576
N4 3.906 2.892 3.499
C18 5.079 3.019 2.872
C19 6.117 3.813 3.331
C20 5.931 4.522 4.507
C21 4.722 4.407 5.174
C22 3.750 3.583 4.632
H31 5.176 2.448 1.955
H32 7.047 3.875 2.781
H33 6.718 5.154 4.898
H34 4.539 4.945 6.094
H35 2.789 3.460 5.120

Properties
- calculated total energy (Ha) = -2259.2466
- frontier orbital gap (eV) = 7.18
- E_HOMO (eV) = -7.988
- total charge = 0
- SMILES string = CCCCCCCB([PH2]=S)P(N)O.c1ccncc1.c1ccncc1.c1ccncc1
- strongest force on any atom (eV Å⁻¹) = 2.28